Here is a structure of composition C38H42Cl3CsN5O2PS at a distorted geometry from the OMol25 dataset. Energies are from ωB97M-V/def2-TZVPD.

The orbital gap (spin up / spin down) comes out at 3.06 / 3.06 eV. The net charge is -2. The calculated total energy is -4037.508232 a.u. The value obtained for the LUMO energy (spin up / spin down) is 3.60 / 3.60 eV. For the energy above the lowest of the compared OMol25 structures with the same formula, charge and spin, the calculation gives 2.237 eV. Its molecular weight is 903.09 g mol⁻¹.

CARTESIAN COORDINATES (ANGSTROEM)
C 3.2765 -1.2732 2.3706
H 6.5359 5.1852 -2.4171
H -0.6366 0.5354 6.2021
C -2.8178 0.4800 1.7746
H -0.4072 -2.4653 -5.5970
C -4.6615 -3.7896 -1.7144
H 4.6447 0.3000 3.1929
C -2.1835 -2.2691 -2.1805
C 1.9857 -1.3033 1.6786
H -5.6023 2.8884 -1.0230
C -5.4423 -5.0107 0.6579
C -5.6540 -4.8280 -1.7449
C 1.7195 1.9809 -3.4472
H 4.1069 -3.1128 1.6643
N -2.3178 1.4966 2.4290
C -2.5036 -1.4049 -3.2035
H 3.2195 -0.1866 -1.4307
H 0.6979 1.6106 5.6365
C -0.7652 3.1386 4.1364
C 3.2532 -1.3748 -3.8508
N 2.1174 0.4668 -5.0675
C -5.1294 1.9416 -0.7492
C -0.6006 -3.4022 -3.6217
C -4.9389 -0.3810 -1.2614
H -0.9191 3.2245 3.0304
C 5.3839 3.9495 -1.2222
H -3.5606 2.7333 0.4678
C -6.0236 -5.4233 -0.5528
C -0.1292 0.9630 5.3028
H 2.3200 -1.3195 4.2575
S 0.9109 3.3493 -2.7901
C -2.2215 1.0149 3.8121
H -4.3498 -3.3211 -2.6442
O -2.8877 -0.6886 2.4340
H -2.5450 -1.0406 4.5476
Cl 4.9142 7.7582 -2.1952
C -0.8885 -2.5105 -4.6573
H 0.1397 -4.1602 -3.7789
Cs 0.6518 2.2208 0.5242
H 4.0545 -1.6521 4.3781
H -1.0919 -0.8447 3.6036
H -0.9017 -3.8103 -1.5360
O 3.8498 2.6496 0.1726
H -6.6561 0.7908 -1.8567
C 4.2896 3.7691 -0.2796
H -3.3313 -0.6939 -3.0746
Cl 6.1935 2.6117 -1.8722
C -3.8227 -0.5202 -0.3672
H 2.9555 -1.8279 -2.9035
H 4.6547 -1.6495 0.7591
H 0.4500 0.1111 4.8999
H 1.1918 -0.7740 2.2155
C -3.5243 0.6007 0.4338
H -5.2832 -1.2761 -1.7695
P -2.8772 -2.1083 -0.5164
C -4.1391 -3.3098 -0.5054
H -6.6956 -6.2839 -0.5917
H 5.3664 -2.0206 2.3465
C -1.8597 -1.4747 -4.4259
H 4.2959 -1.4491 -3.9705
H -2.1782 -0.8826 -5.2649
C -4.5662 -3.9638 0.7094
C 5.0388 6.3382 -1.2448
H 1.5732 2.2638 -5.6175
H 3.2546 1.4562 -1.2054
H 1.8415 -1.5369 0.6815
C 3.7000 0.1772 2.5858
H -5.7184 -5.6145 1.5846
H -3.1739 1.1825 4.3116
C 3.8706 4.9923 0.3481
C 4.4241 -2.0502 1.7291
H 3.9574 0.7922 1.7027
N 1.7695 1.6914 -4.8036
H -1.3942 3.7910 4.7307
C -1.2165 -3.2558 -2.4047
H -6.2703 -5.0863 -2.6202
H 0.2873 3.2998 4.3521
C -2.1185 -0.5259 3.6800
N 2.6744 0.6785 -1.5484
H 2.9357 0.7664 3.1816
C 3.1271 -1.8450 3.8390
H -4.2640 -3.4779 1.6525
C 5.7519 5.2074 -1.6826
Cl 2.8669 5.0077 1.7500
C -5.6920 0.7928 -1.3137
C -4.0135 1.8306 0.0647
H 3.6964 7.1198 0.2912
C 2.6648 0.0124 -3.9434
H 2.8683 -2.8942 3.8382
C -1.0167 1.7010 4.3679
N 2.4389 0.9128 -2.9222
C 4.1798 6.2519 -0.1760
H 2.8900 -1.9429 -4.7631